[1]
Computed, not measured: a cluster of 2 separate species, C4H14N2O in total at a distorted geometry, with ωB97M-V/def2-TZVPD.

Cartesian coordinates (Å):
N 1.10 3.19 0.76
C 1.36 1.76 0.97
C 0.11 0.89 0.82
N 0.37 -0.47 1.22
C 0.91 -1.59 0.45
C -0.22 -2.51 0.04
H 0.29 3.37 0.17
H 1.86 3.64 0.26
H 1.74 1.66 1.98
H 2.12 1.40 0.27
H -0.72 1.35 1.37
H -0.20 0.82 -0.22
H 0.71 -0.53 2.17
H 1.61 -1.19 -0.29
H 1.56 -2.16 1.12
H -1.03 -1.98 -0.46
H -0.63 -2.85 0.99
H 0.02 -3.41 -0.54
H -3.10 -0.92 -4.04
H -4.40 -0.31 -3.51
O -3.45 -0.17 -3.54

## Properties
SMILES: CCNCCN.O
E_HOMO (eV): -8.2600
Total energy (eV): -9401.9008
M (u): 106.17
Kohn-Sham gap (eV): 9.1
Energy above the lowest of the compared OMol25 structures with the same formula, charge and spin (kcal/mol): 39.3



[2]
Computed, not measured: a cluster of 2 separate species, C4H14N2O in total at a distorted geometry, with ωB97M-V/def2-TZVPD.

Cartesian coordinates (Å):
C 1.08 -1.02 0.66
N 0.49 0.33 0.48
C -0.87 0.33 -0.07
C -1.42 1.67 0.28
C -1.15 2.69 -0.87
N -2.18 2.56 -1.97
H 0.49 -1.90 0.48
H 2.04 -1.19 0.00
H 1.67 -1.23 1.60
H 1.11 0.81 -0.24
H -1.55 -0.50 0.21
H -0.75 0.01 -1.18
H -1.00 1.98 1.19
H -2.44 1.69 0.55
H -0.18 2.60 -1.34
H -1.31 3.68 -0.58
H -1.97 1.79 -2.57
H -2.99 2.30 -1.53
H 3.22 -5.78 1.12
H 3.67 -5.14 2.30
O 4.04 -5.67 1.51

## Properties
SMILES: CNCCCN.O
E_HOMO (eV): -8.8770
Total energy (eV): -9400.6875
M (u): 106.17
Kohn-Sham gap (eV): 9.5
Energy above the lowest of the compared OMol25 structures with the same formula, charge and spin (kcal/mol): 67.3



[3]
Computed, not measured: a cluster of 2 separate species, C4H14N2O in total at a distorted geometry, with ωB97M-V/def2-TZVPD.

Cartesian coordinates (Å):
C -0.62 0.92 1.53
N -0.98 -0.50 1.48
C -2.44 -0.61 1.61
C -0.54 -1.07 0.22
H -0.79 1.31 2.53
H -1.22 1.53 0.83
H 0.43 1.07 1.27
H -2.70 -1.67 1.59
H -2.71 -0.20 2.58
H -2.95 -0.07 0.80
H -0.86 -2.11 0.18
H 0.54 -1.06 0.14
H -0.98 -0.57 -0.66
N 3.04 -0.05 -1.50
C 1.80 0.22 -2.13
O 1.14 1.30 -1.43
H 3.53 0.80 -1.31
H 2.89 -0.54 -0.64
H 1.97 0.50 -3.16
H 1.13 -0.64 -2.08
H 0.29 1.46 -1.84

## Properties
SMILES: CN(C)C.NCO
E_HOMO (eV): -8.7154
Total energy (eV): -9401.9377
M (u): 106.17
Kohn-Sham gap (eV): 9.6
Energy above the lowest of the compared OMol25 structures with the same formula, charge and spin (kcal/mol): 38.5